Entry 1:
A cluster of 3 separate species, C2H10N2O3 in total at a distorted geometry. Source: OMol25; level of theory: ωB97M-V with the def2-TZVPD basis set.

Each line ends with the Löwdin charge.
Cartesian coordinates (Å):
N 1.785 -0.063 1.141  -0.006
C 0.666 -0.773 0.508  -0.176
C 0.376 -0.289 -0.888  -0.526
N 0.902 0.904 -1.249  0.171
O -0.207 -1.000 -1.688  0.031
H 2.129 -0.609 1.915  0.069
H 1.490 0.842 1.478  0.061
H -0.230 -0.663 1.122  0.125
H 0.904 -1.826 0.459  0.126
H 1.562 1.374 -0.655  0.086
H 0.530 1.352 -2.066  0.110
O -1.119 3.018 1.714  -0.065
H -1.449 2.505 0.966  0.029
H -0.813 3.815 1.260  0.035
O -2.062 -3.010 -1.000  -0.082
H -1.628 -2.308 -1.510  -0.010
H -2.835 -3.268 -1.509  0.024

Output
- strongest force on any atom (eV/A) = 1.144
- LUMO level (eV) = 0.4
- net charge = 0
- gap between HOMO and LUMO (eV) = 10.1
- SMILES = NCC(N)=O.O.O

=====

Entry 2:
A cluster of 3 separate species, C2H10N2O3 in total at a distorted geometry. Source: OMol25; level of theory: ωB97M-V with the def2-TZVPD basis set.

Each line ends with the Löwdin charge.
Cartesian coordinates (Å):
N -0.220 -1.132 0.634  0.259
C 0.546 -0.973 -0.586  -0.070
C 0.482 0.417 -1.192  -0.530
N -0.651 1.112 -1.055  0.240
O 1.543 0.827 -1.600  0.110
H -0.052 -2.053 1.053  0.164
H 0.016 -0.410 1.342  0.162
H 1.590 -1.172 -0.263  0.187
H 0.241 -1.736 -1.305  0.167
H -1.508 0.676 -0.831  0.065
H -0.796 2.078 -1.324  0.154
H -2.080 -0.434 0.814  -0.014
H -3.574 -0.639 0.787  0.069
O -2.903 0.029 0.621  -0.018
H 2.319 1.322 0.210  0.036
H 2.943 1.052 1.580  0.062
O 2.103 1.036 1.113  -0.043

Output
- strongest force on any atom (eV/A) = 2.787
- LUMO level (alpha / beta) (eV) = -3.7 / -9.7
- net charge = +1
- ⟨S²⟩ = 0.755
- gap between HOMO and LUMO (alpha / beta) (eV) = 11.5 / 5.1
- 2S+1 = 2

=====

Entry 3:
A cluster of 2 separate species, C2H10N2S2 in total at a distorted geometry. Source: OMol25; level of theory: ωB97M-V with the def2-TZVPD basis set.

Each line ends with the Löwdin charge.
Cartesian coordinates (Å):
C 1.959 -1.913 -0.284  -0.498
S 1.999 -2.403 1.441  0.347
S 0.093 -2.960 1.830  0.286
H 1.412 -2.646 -0.873  0.034
H 2.935 -2.004 -0.659  0.003
H 1.598 -0.906 -0.468  0.008
H -0.416 -1.826 2.346  -0.203
N -1.406 2.774 -0.388  -0.019
C -1.216 1.407 0.133  -0.383
N -0.876 0.454 -0.885  -0.005
H -1.371 3.460 0.355  0.053
H -0.667 3.008 -1.041  0.051
H -0.429 1.363 0.887  0.101
H -2.171 1.119 0.565  0.102
H -1.481 0.395 -1.694  0.071
H 0.036 0.678 -1.265  0.052

Output
- strongest force on any atom (eV/A) = 1.685
- LUMO level (eV) = 0.7
- net charge = 0
- gap between HOMO and LUMO (eV) = 9.8
- SMILES = CSS.NCN

=====

Entry 4:
A cluster of 2 separate species, C2H10N2S2 in total at a distorted geometry. Source: OMol25; level of theory: ωB97M-V with the def2-TZVPD basis set.

Each line ends with the Löwdin charge.
Cartesian coordinates (Å):
C 1.312 2.187 3.249  -0.463
S 0.861 3.624 2.193  0.335
S -0.814 2.955 1.119  0.277
H 2.377 2.327 3.438  0.023
H 0.765 2.156 4.181  0.027
H 1.229 1.344 2.570  0.013
H -0.106 2.508 0.064  -0.212
N 0.037 -2.340 -2.739  -0.024
C -1.082 -1.727 -1.994  -0.380
N -0.761 -1.610 -0.574  -0.011
H 0.160 -3.293 -2.404  0.060
H -0.248 -2.429 -3.704  0.054
H -1.986 -2.344 -2.092  0.093
H -1.298 -0.785 -2.499  0.102
H 0.191 -1.952 -0.451  0.058
H -0.635 -0.621 -0.358  0.049

Output
- strongest force on any atom (eV/A) = 1.390
- LUMO level (eV) = 0.5
- net charge = 0
- gap between HOMO and LUMO (eV) = 9.7
- SMILES = CSS.NCN

=====

Entry 5:
A cluster of 2 separate species, C2H10N3 in total at a distorted geometry. Source: OMol25; level of theory: ωB97M-V with the def2-TZVPD basis set.

Each line ends with the Löwdin charge.
Cartesian coordinates (Å):
C 2.137 0.374 -1.062  -0.078
N 0.629 0.606 -1.657  -0.088
H 3.066 0.161 -1.722  0.105
H 2.461 1.335 -0.568  0.080
H 1.931 -0.375 -0.352  0.009
H 0.766 0.071 -2.541  0.082
H 0.396 1.604 -1.959  0.108
H -0.397 -0.224 -0.636  0.087
N -1.999 -0.394 2.315  0.160
C -1.883 -0.399 1.023  -0.156
N -0.660 -0.695 0.363  0.078
H -1.269 -1.060 2.812  0.209
H -2.809 -0.039 2.767  0.123
H -2.539 -0.014 0.232  0.156
H 0.170 -0.953 0.985  0.125

Output
- strongest force on any atom (eV/A) = 6.678
- LUMO level (eV) = -3.6
- net charge = +1
- gap between HOMO and LUMO (eV) = 10.9

=====

Entry 6:
A cluster of 3 separate species, C2H10N3O in total at a distorted geometry. Source: OMol25; level of theory: ωB97M-V with the def2-TZVPD basis set.

Each line ends with the Löwdin charge.
Cartesian coordinates (Å):
C 2.929 -0.131 -0.329  0.016
C 0.558 0.286 -0.553  -0.180
N 3.226 -0.326 0.945  0.118
N -0.071 -0.481 0.309  0.111
N -2.953 0.104 0.363  -0.039
O -0.123 1.400 -0.994  0.024
H 3.180 0.719 -0.978  0.115
H 2.587 -1.075 -0.865  0.115
H 2.904 -1.201 1.389  0.144
H 3.619 0.338 1.540  0.106
H 0.346 -1.449 0.580  0.162
H -1.030 -0.417 0.493  0.011
H -3.760 -0.096 1.074  0.088
H -3.165 1.120 0.152  0.051
H -3.178 -0.401 -0.533  0.059
H -0.949 1.462 -0.435  0.099

Output
- strongest force on any atom (eV/A) = 3.973
- LUMO level (eV) = -3.9
- net charge = +1
- gap between HOMO and LUMO (eV) = 9.5

=====

Entry 7:
A cluster of 2 separate species, C2H10N3O in total at a distorted geometry. Source: OMol25; level of theory: ωB97M-V with the def2-TZVPD basis set.

Each line ends with the Löwdin charge.
Cartesian coordinates (Å):
C -0.772 1.529 0.804  -0.029
N -0.276 0.868 -0.398  0.040
C -0.328 -0.447 -0.548  -0.468
N -0.116 -0.983 -1.753  0.214
N -0.932 -1.233 0.369  0.197
H -1.060 0.896 1.619  0.075
H -1.767 1.910 0.532  0.105
H -0.127 2.342 1.116  0.103
H 0.446 1.339 -0.899  0.147
H 0.188 -0.355 -2.481  0.130
H 0.169 -1.930 -1.931  0.134
H -1.496 -2.005 0.060  0.131
H -0.636 -1.221 1.325  0.117
H 1.929 -0.554 1.422  0.062
H 2.792 -0.138 0.133  0.063
O 1.986 -0.019 0.629  -0.021

Output
- strongest force on any atom (eV/A) = 1.879
- LUMO level (eV) = -3.1
- net charge = +1
- gap between HOMO and LUMO (eV) = 11.4

=====

Entry 8:
A cluster of 2 separate species, C2H10N3O in total at a distorted geometry. Source: OMol25; level of theory: ωB97M-V with the def2-TZVPD basis set.

Each line ends with the Löwdin charge.
Cartesian coordinates (Å):
C 0.377 -0.190 -0.234  -0.443
N 0.247 -1.376 0.330  0.212
N 1.595 0.354 -0.456  0.037
N -0.736 0.513 -0.477  0.202
C 2.913 -0.246 -0.078  -0.034
H 1.089 -1.882 0.616  0.133
H -0.667 -1.832 0.385  0.150
H 1.640 1.355 -0.662  0.159
H -0.787 1.484 -0.795  0.149
H -1.591 0.010 -0.227  0.124
H 3.027 -0.544 0.978  0.096
H 3.723 0.457 -0.335  0.103
H 3.013 -1.145 -0.710  0.097
O -4.403 0.913 0.229  -0.093
H -4.904 0.316 0.831  0.054
H -4.535 1.812 0.606  0.054

Output
- strongest force on any atom (eV/A) = 2.137
- LUMO level (eV) = -3.0
- net charge = +1
- gap between HOMO and LUMO (eV) = 11.6

=====

Entry 9:
A cluster of 2 separate species, C2H10N3OP in total at a distorted geometry. Source: OMol25; level of theory: ωB97M-V with the def2-TZVPD basis set.

Each line ends with the Löwdin charge.
Cartesian coordinates (Å):
N 1.817 1.702 -0.455  -0.182
P 2.250 0.281 0.486  0.602
N 3.195 0.965 1.639  -0.231
O 0.918 0.164 1.382  -0.296
H 2.279 1.665 -1.297  -0.050
H 2.130 2.621 -0.084  0.042
H 2.553 1.362 2.331  0.030
H 3.545 0.078 2.194  0.075
H 0.190 -0.198 0.972  -0.059
C -2.739 0.416 0.316  -0.067
N -1.786 -0.273 -0.024  -0.125
C -1.697 -1.168 -1.127  -0.123
H -2.630 1.109 1.153  0.074
H -3.746 0.365 -0.023  0.063
H -2.570 -1.064 -1.735  0.056
H -0.797 -0.694 -1.592  0.096
H -1.666 -2.236 -0.837  0.093

Output
- strongest force on any atom (eV/A) = 4.336
- LUMO level (eV) = 1.1
- net charge = 0
- gap between HOMO and LUMO (eV) = 9.7
- SMILES = NP(N)O.C=NC

=====

Entry 10:
A cluster of 4 separate species, C2H10N4O2 in total at a distorted geometry. Source: OMol25; level of theory: ωB97M-V with the def2-TZVPD basis set.

Each line ends with the Löwdin charge.
Cartesian coordinates (Å):
C -1.429 -0.580 0.500  -0.204
C -0.975 -1.484 -0.448  -0.065
O -2.693 -0.186 0.504  0.077
O -1.165 1.998 0.133  -0.098
H -2.762 0.676 0.942  0.114
H -1.318 2.729 -0.469  0.045
H -0.732 -0.166 1.227  0.117
H -0.436 -2.319 -0.016  0.090
H 0.154 -0.812 -1.058  0.133
H -1.699 -1.825 -1.180  0.081
N 1.425 1.128 -0.026  -0.037
N 1.344 -0.082 -1.307  -0.013
N 1.810 0.625 1.010  -0.302
N 2.361 -0.468 1.252  -0.021
H -0.213 1.754 -0.028  -0.016
H 1.997 -0.833 -1.065  0.029
H 1.631 0.351 -2.178  0.055
H 2.701 -0.507 2.206  0.015

Output
- strongest force on any atom (eV/A) = 2.201
- LUMO level (eV) = 0.2
- net charge = 0
- gap between HOMO and LUMO (eV) = 8.3

=====

Entry 11:
A cluster of 2 separate species, C2H10N4O2P2S2 in total at a distorted geometry. Source: OMol25; level of theory: ωB97M-V with the def2-TZVPD basis set.

Each line ends with the Löwdin charge.
Cartesian coordinates (Å):
C -2.005 2.221 0.239  -0.327
C 3.700 -1.579 0.144  -0.142
N -0.497 -1.192 -1.164  -0.250
N -0.527 -0.818 1.542  -0.227
N 0.735 -0.537 -1.256  -0.198
N 0.508 0.060 1.502  -0.204
O -0.918 1.539 -0.155  -0.354
O 2.320 -1.443 0.467  -0.348
P -1.507 -0.824 0.160  0.396
P 1.517 -0.027 0.128  0.251
S -3.115 -1.788 0.325  0.311
S 2.692 1.501 -0.035  0.324
H -2.767 2.246 -0.562  0.075
H -1.777 3.271 0.431  0.073
H -2.370 1.840 1.227  0.072
H 3.659 -2.157 -0.743  0.074
H 4.196 -2.027 0.986  0.084
H 4.100 -0.588 -0.033  0.006
H -0.909 -1.746 -1.996  0.152
H -0.840 -1.071 2.421  0.076
H 0.627 0.220 -1.939  0.100
H 0.062 0.956 1.523  0.057

Output
- strongest force on any atom (eV/A) = 3.960
- LUMO level (alpha / beta) (eV) = -1.3 / -1.3
- net charge = 0
- gap between HOMO and LUMO (alpha / beta) (eV) = 7.8 / 7.8

=====

Entry 12:
A cluster of 3 separate species, C2H10N4O3 in total at a distorted geometry. Source: OMol25; level of theory: ωB97M-V with the def2-TZVPD basis set.

Each line ends with the Löwdin charge.
Cartesian coordinates (Å):
C -2.420 -0.536 -0.355  -0.591
O -3.196 0.336 0.051  0.338
N -1.316 -0.910 0.276  0.272
N -2.526 -1.187 -1.466  0.242
H -0.855 -1.749 -0.045  0.150
H -1.038 -0.373 1.085  0.142
H -1.750 -1.679 -1.886  0.153
H -3.424 -1.169 -1.928  0.157
C 1.908 1.172 -0.323  -0.781
O 2.829 0.425 -0.494  0.080
N 0.877 1.267 -1.125  0.176
N 1.697 1.867 0.787  0.178
H 0.043 1.814 -0.967  0.112
H 1.027 0.879 -2.046  0.126
H 0.814 2.340 0.916  0.108
H 2.402 1.860 1.511  0.132
O 1.569 -1.124 2.200  -0.048
H 1.887 -1.957 2.548  0.047
H 1.471 -1.277 1.261  0.005

Output
- strongest force on any atom (eV/A) = 4.869
- LUMO level (alpha / beta) (eV) = -3.7 / -9.8
- net charge = +1
- ⟨S²⟩ = 0.761
- gap between HOMO and LUMO (alpha / beta) (eV) = 9.7 / 3.4
- 2S+1 = 2